No. 1
Formula: C47H37GeN6O4V
Source: the Open Molecules 2025 dataset
Level of theory: ωB97M-V/def2-TZVPD

```
96
Properties=species:S:1:pos:R:3:lowdin_charge:R:1
V 0.129 -0.466 0.371 0.877
O 6.232 -1.099 3.372 -0.022
C 5.240 -0.688 4.000 -0.681
O 5.125 0.008 5.020 -0.012
C 3.892 -0.949 3.270 -0.060
C 3.886 -1.579 2.030 0.070
C 2.702 -1.611 1.326 -0.200
N 1.588 -1.049 1.804 0.054
C 1.547 -0.558 3.045 -0.173
C 2.696 -0.488 3.809 0.085
C 0.183 -0.160 3.462 -0.188
C -0.090 0.383 4.708 0.024
C -1.402 0.698 5.026 -0.025
C -2.399 0.454 4.095 -0.031
C -2.038 -0.089 2.873 -0.094
N -0.783 -0.394 2.555 0.062
C 2.496 -2.248 0.008 -0.206
C 3.401 -3.131 -0.562 0.029
C 3.063 -3.756 -1.750 -0.013
C 1.828 -3.496 -2.334 -0.023
C 0.983 -2.599 -1.717 -0.124
N 1.309 -1.985 -0.574 -0.044
H 4.831 -1.966 1.670 0.128
H 2.744 -0.061 4.803 0.126
H 0.711 0.553 5.413 0.123
H -1.640 1.126 5.992 0.121
H -3.436 0.678 4.302 0.114
H -2.787 -0.288 2.113 0.118
H 4.343 -3.327 -0.069 0.130
H 3.752 -4.452 -2.211 0.123
H 1.526 -3.978 -3.252 0.118
H 0.012 -2.349 -2.127 0.111
C -0.094 3.636 1.903 0.019
C -0.432 2.486 0.995 -0.338
O 0.304 1.473 1.114 -0.116
C -1.511 2.582 0.060 -0.102
C -2.193 3.815 -0.088 -0.021
C -3.133 4.000 -1.062 -0.070
C -3.420 2.942 -1.941 -0.049
C -2.798 1.727 -1.821 -0.002
C -1.847 1.500 -0.800 -0.318
O -1.333 0.307 -0.695 -0.207
H 0.745 3.357 2.534 0.092
H -0.950 3.889 2.530 0.103
H 0.162 4.529 1.330 0.095
H -1.957 4.638 0.572 0.114
H -3.640 4.948 -1.166 0.110
H -4.147 3.090 -2.731 0.116
H -3.023 0.907 -2.491 0.115
Ge 1.834 0.870 -1.420 1.111
C 0.980 2.408 -2.190 -0.350
C 0.241 2.239 -3.361 -0.119
C -0.350 3.330 -3.979 -0.069
C -0.213 4.596 -3.427 -0.062
C 0.520 4.776 -2.260 -0.068
C 1.109 3.686 -1.642 -0.107
C 3.417 1.028 -0.330 -0.346
C 4.541 0.346 -0.812 -0.134
C 5.742 0.393 -0.122 -0.059
C 5.834 1.099 1.070 -0.045
C 4.725 1.781 1.556 -0.051
C 3.524 1.746 0.863 -0.101
H 2.077 -0.161 -2.538 0.007
H 0.129 1.253 -3.800 0.102
H -0.915 3.193 -4.892 0.112
H -0.672 5.449 -3.911 0.112
H 0.635 5.767 -1.839 0.112
H 1.698 3.836 -0.742 0.105
H 4.482 -0.224 -1.734 0.093
H 6.604 -0.143 -0.499 0.116
H 6.752 1.085 1.639 0.121
H 4.795 2.315 2.495 0.123
H 2.666 2.263 1.268 0.085
C -1.694 -4.275 1.514 -0.021
C -0.828 -3.279 1.128 -0.106
N -1.225 -2.203 0.422 -0.004
C -2.510 -2.122 0.074 -0.084
C -3.450 -3.103 0.386 -0.183
C -3.030 -4.182 1.144 0.013
C -4.857 -2.960 -0.033 -0.023
C -5.350 -2.624 -1.226 -0.019
C -4.664 -2.366 -2.503 -0.258
C -5.433 -2.138 -3.642 0.004
C -4.762 -1.900 -4.828 -0.110
N -3.433 -1.889 -4.903 0.089
C -2.793 -2.129 -3.766 -0.201
N -3.327 -2.363 -2.575 0.135
H -1.327 -5.112 2.091 0.118
H 0.220 -3.320 1.390 0.112
H -2.794 -1.252 -0.494 0.101
H -3.733 -4.954 1.434 0.129
H -5.586 -3.166 0.746 0.120
H -6.431 -2.569 -1.299 0.112
H -6.513 -2.145 -3.600 0.115
H -5.305 -1.710 -5.747 0.116
H -1.708 -2.131 -3.819 0.100
```

Its expectation value of S² is 3.767. Its strongest force on any atom is 1.77 eV/A. The spin multiplicity is 4. For the energy above the lowest of the compared OMol25 structures with the same formula, charge and spin, the calculation gives 34.7 kcal per mole. As for the charge: +1. The value obtained for the orbital gap (spin up / spin down) is 6.828 / 5.314 eV.

No. 2
Formula: C47H39BrN3O5P2ReS
Source: the Open Molecules 2025 dataset
Level of theory: ωB97M-V/def2-TZVPD

```
99
Properties=species:S:1:pos:R:3:lowdin_charge:R:1
Re -0.532 -0.488 -0.902 1.793
O -0.367 -0.215 1.179 -0.506
P 0.697 0.074 2.248 0.831
C 2.212 0.703 1.422 -0.265
P 2.778 -0.369 0.052 0.843
O 1.580 -0.541 -0.905 -0.438
C 4.070 0.466 -0.852 -0.283
C 3.776 1.675 -1.488 -0.077
C 4.745 2.290 -2.258 -0.043
C 6.000 1.704 -2.394 -0.024
C 6.292 0.507 -1.756 -0.033
C 5.326 -0.122 -0.986 -0.049
C 3.415 -1.914 0.697 -0.322
C 4.180 -1.945 1.862 -0.072
C 4.723 -3.143 2.292 -0.035
C 4.517 -4.306 1.560 -0.028
C 3.766 -4.273 0.393 -0.042
C 3.221 -3.077 -0.043 -0.072
C 0.145 1.344 3.376 -0.313
C -1.108 1.152 3.964 -0.071
C -1.541 2.023 4.947 -0.040
C -0.720 3.067 5.356 -0.028
C 0.523 3.259 4.770 -0.041
C 0.964 2.398 3.777 -0.070
C 1.000 -1.402 3.219 -0.289
C 0.771 -2.664 2.676 -0.121
C 0.947 -3.791 3.457 -0.049
C 1.334 -3.659 4.786 -0.029
C 1.556 -2.403 5.331 -0.034
C 1.390 -1.269 4.551 -0.052
H 3.005 0.864 2.153 0.089
H 1.952 1.662 0.964 0.085
H 2.796 2.127 -1.379 0.092
H 4.526 3.224 -2.757 0.120
H 6.752 2.187 -3.004 0.126
H 7.270 0.060 -1.862 0.125
H 5.544 -1.062 -0.495 0.110
H 4.364 -1.039 2.428 0.117
H 5.319 -3.169 3.194 0.125
H 4.957 -5.237 1.892 0.125
H 3.622 -5.175 -0.187 0.119
H 2.660 -3.034 -0.965 0.088
H -1.723 0.317 3.649 0.114
H -2.510 1.879 5.406 0.122
H -1.048 3.732 6.145 0.126
H 1.156 4.075 5.094 0.123
H 1.936 2.554 3.325 0.104
H 0.461 -2.749 1.644 0.050
H 0.775 -4.774 3.039 0.118
H 1.450 -4.541 5.403 0.125
H 1.839 -2.305 6.371 0.124
H 1.550 -0.287 4.980 0.117
O -2.789 -0.505 -1.059 -0.112
C -3.410 -1.240 -2.107 -0.232
C -4.514 -2.027 -1.838 -0.011
C -5.128 -2.703 -2.883 -0.029
C -4.639 -2.586 -4.176 -0.027
C -3.537 -1.784 -4.434 0.025
C -2.920 -1.104 -3.394 -0.080
C -1.725 -0.225 -3.652 -0.501
O -1.715 0.640 -4.475 0.187
O -0.680 -0.529 -2.868 -0.207
H -3.282 -0.665 -0.241 0.091
H -4.901 -2.105 -0.827 0.120
H -5.996 -3.315 -2.683 0.127
H -5.118 -3.114 -4.989 0.126
H -3.147 -1.677 -5.438 0.140
Br -2.279 -2.911 1.064 0.940
C -1.214 -3.544 -0.365 -0.670
C -1.213 -4.897 -0.633 -0.059
C -0.419 -5.365 -1.670 0.016
C 0.344 -4.459 -2.394 -0.001
C 0.288 -3.125 -2.061 -0.121
N -0.480 -2.652 -1.053 -0.109
H -1.824 -5.566 -0.045 0.124
H -0.404 -6.420 -1.910 0.139
H 0.975 -4.781 -3.210 0.135
H 0.852 -2.389 -2.617 0.115
S -2.007 5.622 -2.687 1.116
C -1.563 4.087 -2.020 -0.473
C -2.216 3.463 -0.945 -0.017
C -1.778 2.239 -0.517 -0.099
N -0.753 1.578 -1.105 -0.131
C -0.092 2.200 -2.113 -0.114
C -0.449 3.434 -2.578 -0.045
C -3.685 5.841 -2.094 -0.523
C -4.708 5.412 -2.925 -0.067
C -6.016 5.666 -2.515 -0.108
N -6.281 6.295 -1.383 0.083
C -5.306 6.711 -0.594 -0.111
C -3.964 6.504 -0.911 -0.074
H -3.053 3.936 -0.451 0.120
H -2.244 1.754 0.332 0.118
H 0.726 1.656 -2.568 0.117
H 0.096 3.881 -3.398 0.130
H -4.508 4.913 -3.863 0.112
H -6.862 5.363 -3.121 0.120
H -5.593 7.239 0.307 0.120
H -3.181 6.867 -0.258 0.115
```

Its expectation value of S² is 3.767. Its strongest force on any atom is 2.44 eV/A. The spin multiplicity is 4. For the energy above the lowest of the compared OMol25 structures with the same formula, charge and spin, the calculation gives 24.0 kcal per mole. As for the charge: +3. The value obtained for the orbital gap (spin up / spin down) is 6.938 / 5.564 eV.

No. 3
Formula: C47H39Cl2IrN7O5S2
Source: the Open Molecules 2025 dataset
Level of theory: ωB97M-V/def2-TZVPD

```
103
Properties=species:S:1:pos:R:3:lowdin_charge:R:1
Ir 0.087 -0.640 -0.063 0.656
N 2.206 -2.836 -3.203 0.111
C 2.687 -3.985 -2.577 -0.260
C 2.687 -5.219 -3.222 -0.029
C 3.158 -6.347 -2.570 -0.095
C 3.649 -6.256 -1.275 -0.098
C 3.663 -5.029 -0.630 -0.109
C 3.171 -3.904 -1.271 -0.438
S 3.180 -2.303 -0.530 0.965
N 1.790 -1.635 -1.199 -0.383
C 1.509 -1.865 -2.475 -0.383
C 0.441 -1.179 -3.075 -0.234
C 0.148 -1.222 -4.466 -0.036
C -0.959 -0.599 -4.957 -0.095
C -1.807 0.089 -4.063 -0.089
C -1.437 0.154 -2.740 -0.172
N -0.352 -0.434 -2.228 -0.054
H 1.853 -2.992 -4.132 0.109
H 2.323 -5.281 -4.241 0.109
H 3.130 -7.303 -3.074 0.099
H 4.020 -7.141 -0.774 0.101
H 4.064 -4.924 0.369 0.099
H 0.833 -1.708 -5.147 0.100
H -1.177 -0.608 -6.017 0.100
H -2.711 0.571 -4.405 0.086
H -2.045 0.706 -2.040 0.071
C -4.386 -2.529 2.566 -0.065
O -3.997 -1.497 1.684 -0.096
C -4.906 -0.565 1.350 -0.216
C -6.233 -0.610 1.748 -0.010
C -7.124 0.387 1.372 -0.075
C -6.682 1.447 0.605 -0.085
C -5.353 1.507 0.219 -0.032
C -4.444 0.518 0.580 -0.147
N -3.103 0.643 0.161 0.167
C -2.461 1.821 0.356 -0.194
N -2.932 2.571 1.449 0.159
C -1.835 2.948 2.220 -0.097
C -0.680 2.466 1.605 -0.159
C 0.570 2.609 2.160 -0.014
C 0.649 3.255 3.387 -0.062
C -0.486 3.739 4.011 -0.001
C -1.751 3.604 3.444 -0.206
O -2.777 4.117 4.178 -0.063
C -4.111 3.997 3.730 -0.070
N -1.016 1.839 0.350 0.056
C -0.388 2.521 -0.779 -0.154
C 0.928 2.213 -1.093 -0.052
C 1.583 2.863 -2.123 -0.058
C 0.910 3.815 -2.871 -0.067
C -0.410 4.110 -2.588 -0.010
C -1.065 3.484 -1.535 -0.216
O -2.343 3.828 -1.167 -0.109
C -3.326 3.866 -2.191 -0.058
H -3.502 -3.146 2.711 0.093
H -5.189 -3.143 2.149 0.099
H -4.694 -2.124 3.535 0.103
H -6.581 -1.411 2.384 0.107
H -8.156 0.324 1.688 0.108
H -7.366 2.230 0.306 0.105
H -4.994 2.332 -0.388 0.102
H -2.482 -0.196 0.158 0.096
H -3.724 3.179 1.337 0.122
H 1.458 2.236 1.672 0.116
H 1.606 3.362 3.878 0.115
H -0.419 4.230 4.972 0.127
H -4.720 4.379 4.545 0.098
H -4.390 2.961 3.525 0.093
H -4.302 4.616 2.845 0.095
H 1.432 1.438 -0.523 0.072
H 2.613 2.621 -2.346 0.110
H 1.414 4.331 -3.678 0.107
H -0.930 4.855 -3.176 0.112
H -4.178 4.407 -1.783 0.094
H -3.637 2.850 -2.459 0.091
H -2.975 4.369 -3.091 0.083
Cl 3.049 -3.214 3.050 0.713
C 1.810 -3.993 2.135 -0.620
C 1.845 -5.368 2.011 -0.138
C 0.879 -6.021 1.264 -0.092
C -0.099 -5.292 0.615 -0.110
C -0.126 -3.917 0.751 -0.581
Cl -1.273 -3.001 -0.162 0.718
C 0.795 -3.205 1.548 -0.458
N 0.814 -1.831 1.730 -0.472
H 2.623 -5.935 2.503 0.106
H 0.913 -7.096 1.162 0.106
H -0.838 -5.782 -0.004 0.103
O 2.897 0.102 7.969 0.116
C 1.742 0.710 7.621 -0.487
O 1.128 1.343 8.434 0.115
C 1.282 0.500 6.218 -0.140
C -0.080 0.642 5.955 -0.011
C -0.596 0.295 4.723 -0.098
C 0.255 -0.202 3.737 -0.473
S -0.484 -1.001 2.340 0.858
C 1.629 -0.210 3.939 -0.103
C 2.137 0.128 5.179 -0.022
H 3.258 -0.410 7.238 0.092
H -0.720 0.982 6.757 0.124
H -1.659 0.372 4.527 0.109
H 2.273 -0.517 3.128 0.078
H 3.213 0.111 5.313 0.118
```

Its expectation value of S² is 0.981. Its strongest force on any atom is 3.81 eV/A. The spin multiplicity is 2. For the energy above the lowest of the compared OMol25 structures with the same formula, charge and spin, the calculation gives 118.8 kcal per mole. The value obtained for the orbital gap (spin up / spin down) is 3.707 / 4.357 eV.

No. 4
Formula: C47H40BrClInN6O5P
Source: the Open Molecules 2025 dataset
Level of theory: ωB97M-V/def2-TZVPD

```
102
Properties=species:S:1:pos:R:3:lowdin_charge:R:1
In -0.067 0.723 0.235 0.825
O -2.772 -0.476 -0.067 -0.006
C -1.624 -0.787 -0.284 -0.403
C -1.363 -2.113 -0.989 -0.235
C -2.489 -2.771 -1.496 -0.055
C -2.382 -4.003 -2.109 -0.076
C -1.133 -4.612 -2.218 -0.065
C -0.012 -3.966 -1.736 -0.085
C -0.106 -2.711 -1.125 -0.305
P 1.430 -1.817 -0.643 1.099
C 2.368 -3.027 0.350 -0.380
C 1.782 -4.095 1.021 -0.087
C 2.529 -4.874 1.900 -0.075
C 3.872 -4.598 2.111 -0.088
C 4.468 -3.534 1.443 -0.080
C 3.720 -2.747 0.583 -0.117
C 2.295 -1.811 -2.261 -0.344
C 1.910 -0.816 -3.163 -0.090
C 2.482 -0.747 -4.423 -0.069
C 3.455 -1.666 -4.794 -0.082
C 3.847 -2.654 -3.902 -0.078
C 3.270 -2.728 -2.640 -0.090
H -3.450 -2.287 -1.375 0.128
H -3.265 -4.492 -2.504 0.111
H -1.037 -5.582 -2.689 0.108
H 0.960 -4.434 -1.840 0.110
H 0.737 -4.330 0.860 0.097
H 2.056 -5.701 2.417 0.106
H 4.452 -5.208 2.792 0.103
H 5.515 -3.309 1.606 0.106
H 4.189 -1.909 0.077 0.108
H 1.170 -0.079 -2.867 0.098
H 2.182 0.034 -5.110 0.107
H 3.911 -1.608 -5.775 0.103
H 4.606 -3.372 -4.187 0.103
H 3.590 -3.502 -1.952 0.100
O -1.631 2.896 5.924 0.126
C -2.311 1.765 5.918 -0.509
O -2.986 1.425 6.857 0.068
C -2.219 0.905 4.690 -0.038
C -2.733 -0.372 4.621 -0.571
Cl -3.385 -1.329 5.865 0.820
N -2.535 -0.845 3.364 -0.044
N -1.887 0.058 2.609 0.157
C -1.699 1.110 3.377 -0.121
C -1.017 2.298 2.758 -0.557
O -0.578 3.190 3.490 0.048
O -0.905 2.307 1.484 -0.104
C -3.016 -2.044 2.740 -0.171
C -2.231 -2.655 1.775 -0.020
C -2.708 -3.767 1.101 -0.074
C -3.959 -4.285 1.403 -0.065
C -4.739 -3.667 2.370 -0.069
C -4.279 -2.538 3.032 -0.036
H -1.162 3.040 5.054 0.069
H -1.262 -2.239 1.542 0.092
H -2.110 -4.221 0.319 0.091
H -4.330 -5.155 0.875 0.107
H -5.726 -4.049 2.601 0.106
H -4.916 -2.035 3.744 0.092
N 2.021 2.857 2.127 0.176
C 2.232 1.602 2.599 -0.362
C 3.282 1.362 3.510 -0.006
C 3.496 0.096 3.983 -0.058
C 2.661 -0.947 3.570 -0.067
C 1.666 -0.640 2.683 -0.147
N 1.447 0.593 2.176 0.064
H 2.395 3.607 2.680 0.113
H 1.117 3.052 1.718 0.070
H 3.898 2.193 3.830 0.115
H 4.303 -0.091 4.680 0.111
H 2.784 -1.959 3.929 0.105
H 0.982 -1.408 2.346 0.090
N -1.480 1.946 -1.535 0.195
C -2.235 2.695 -1.986 -0.201
N -3.086 3.575 -2.485 -0.087
C -3.489 4.734 -1.671 -0.130
C -2.735 5.982 -2.111 -0.176
C -2.895 6.206 -3.616 -0.200
C -2.426 4.974 -4.394 -0.179
C -3.197 3.740 -3.942 -0.138
H -3.310 4.500 -0.624 0.131
H -4.564 4.872 -1.809 0.127
H -1.674 5.858 -1.869 0.118
H -3.100 6.842 -1.546 0.115
H -2.337 7.089 -3.929 0.110
H -3.950 6.393 -3.843 0.115
H -1.359 4.810 -4.211 0.116
H -2.557 5.113 -5.470 0.114
H -2.838 2.834 -4.424 0.127
H -4.258 3.853 -4.176 0.126
Br 5.220 3.279 -3.389 0.707
C 3.775 2.675 -2.315 -0.701
C 3.987 1.667 -1.391 -0.128
C 2.905 1.202 -0.654 -0.173
C 1.612 1.707 -0.811 -0.258
C 1.461 2.758 -1.715 -0.129
C 2.526 3.245 -2.470 -0.134
H 4.976 1.248 -1.258 0.100
H 3.095 0.423 0.078 0.069
H 0.491 3.216 -1.855 0.065
H 2.384 4.057 -3.173 0.095
```

Its strongest force on any atom is 0.56 eV/A. For the energy above the lowest of the compared OMol25 structures with the same formula, charge and spin, the calculation gives 8.5 kcal per mole. The value obtained for the orbital gap is 7.905 eV.

Which formula does entry 3 have?
C47H39Cl2IrN7O5S2

Among the records above, which one has the highest strongest force on any atom?
C47H39Cl2IrN7O5S2

Look up the strongest force on any atom of the first one.
1.77 eV/A

Among the records above, which one has the highest energy above the lowest of the compared OMol25 structures with the same formula, charge and spin?
C47H39Cl2IrN7O5S2